Entry 1:
ORCA calculation (the ωB97M-V functional and the def2-TZVPD basis) on a cluster of 2 separate species, CH6O2Si in total at a distorted geometry.

Calculated values
HOMO energy: -0.397 Ha
Kohn-Sham gap: 10.79 eV
net charge: 0
E_LUMO: -0.02 eV

Geometry as XYZ:
```
10
CH6O2Si (the ωB97M-V functional and the def2-TZVPD basis)
H -0.7267 -2.1127 0.4294
Si 1.3532 2.2604 -1.5906
O 0.3883 3.1303 -2.3425
O 2.8886 2.7480 -1.3341
H 3.3710 3.1989 -2.0521
H -1.4348 -1.1830 1.6768
H -0.6256 -0.4446 0.4095
C -1.2022 -1.2758 0.7300
H 0.9994 1.1433 -0.7206
H -2.0936 -1.1811 0.1308
```


Entry 2:
ORCA calculation (the ωB97M-V functional and the def2-TZVPD basis) on a cluster of 2 separate species, CH6O2Si in total at a distorted geometry.

Calculated values
HOMO energy (spin up / spin down): -0.327 / -0.267 Ha
Kohn-Sham gap (spin up / spin down): 8.84 / 7.55 eV
net charge: 0
E_LUMO (spin up / spin down): -0.07 / 0.30 eV

Geometry as XYZ:
```
10
CH6O2Si (the ωB97M-V functional and the def2-TZVPD basis)
H 2.0270 -2.0126 -0.1714
H -2.5559 0.4019 1.1795
O 1.9025 -1.2094 0.3680
H 1.8352 -0.0537 -1.7148
C -2.5377 0.0209 0.0870
O 1.5095 1.3146 0.4240
Si 1.2203 0.0102 -0.3914
H -2.9145 0.6530 -0.5977
H -2.7983 -0.9586 -0.0124
H 2.3120 1.8338 0.8292
```


Entry 3:
ORCA calculation (the ωB97M-V functional and the def2-TZVPD basis) on a cluster of 3 separate species, CH6O4 in total at a distorted geometry.

Calculated values
HOMO energy: -0.409 Ha
Kohn-Sham gap: 11.63 eV
net charge: 0
E_LUMO: 0.51 eV

Geometry as XYZ:
```
11
CH6O4 (the ωB97M-V functional and the def2-TZVPD basis)
O 1.3363 -1.6878 0.3234
H -1.7509 1.4879 1.0144
H 1.2869 -2.1391 1.1486
C 1.2244 -0.3372 0.4038
H 1.1651 0.0151 -0.6265
H 0.0163 -0.8741 -2.5760
H -0.8626 0.4057 -2.1721
O 1.2391 0.2760 1.4268
H -3.0017 1.5941 0.1211
O -2.3298 2.1323 0.5582
O -0.7973 -0.5644 -2.1653
```


Entry 4:
ORCA calculation (the ωB97M-V functional and the def2-TZVPD basis) on a structure of composition CH6OP2 at a distorted geometry.

Calculated values
HOMO energy: -0.258 Ha
Kohn-Sham gap: 7.09 eV
net charge: 0
E_LUMO: 0.08 eV

Geometry as XYZ:
```
10
CH6OP2 (the ωB97M-V functional and the def2-TZVPD basis)
C -0.1520 -1.8064 -1.3186
H -0.0731 1.3679 -0.7201
H 0.6871 -2.2248 -1.8858
H -1.4795 0.5126 0.6747
P 1.1218 0.3383 1.9637
H -0.6635 2.3903 0.9733
P -0.2406 1.0983 0.6304
O -0.0412 -0.7324 -0.7581
H 1.9047 1.4692 1.7110
H -1.0638 -2.4130 -1.2706
```


Entry 5:
ORCA calculation (the ωB97M-V functional and the def2-TZVPD basis) on a cluster of 2 separate species, CH6OP2 in total at a distorted geometry.

Calculated values
HOMO energy: -0.272 Ha
Kohn-Sham gap: 8.05 eV
net charge: 0
E_LUMO: 0.66 eV

Geometry as XYZ:
```
10
CH6OP2 (the ωB97M-V functional and the def2-TZVPD basis)
H -1.7233 -1.1298 1.5738
P 1.5202 -0.9611 -0.1888
H 2.5971 -0.8070 -1.1290
C -1.8310 -0.9685 0.4199
H 0.0103 1.0361 0.8313
O -1.7242 0.0911 -0.1462
H 2.0815 1.8550 -0.1631
H -2.0795 -1.8307 -0.1801
H 0.0644 1.6656 -0.9156
P 1.0846 1.0492 -0.1021
```


Entry 6:
ORCA calculation (the ωB97M-V functional and the def2-TZVPD basis) on a cluster of 2 separate species, CH6OP2 in total at a distorted geometry.

Calculated values
HOMO energy (spin up / spin down): -0.290 / -0.292 Ha
Kohn-Sham gap (spin up / spin down): 7.04 / 8.58 eV
net charge: 0
E_LUMO (spin up / spin down): -0.86 / 0.63 eV

Geometry as XYZ:
```
10
CH6OP2 (the ωB97M-V functional and the def2-TZVPD basis)
H -0.7195 2.2356 1.5262
P 0.9336 -1.1988 1.2524
P 0.1628 -1.1431 -0.7990
H 0.2655 -2.4915 -0.9864
H -1.6442 0.6875 0.7985
H -1.1325 1.2615 -1.1212
C -0.8363 1.4427 0.8071
H 1.2560 -0.7427 -1.5947
H -0.1742 -2.1365 1.2491
O -0.5528 1.7001 -0.5226
```


Values for energy relative to the best compared isomer or geometry (same formula, charge and spin), kJ/mol, ordered as above
162.4; 424.6; 74.2; 322.7; 360.8; 396.9
Values for DFT total energy, hartree, ordered as above
-481.6876; -481.5877; -342.6560; -799.5153; -799.5008; -799.4870